C20H47IN3O5PSb as an isolated structure at a distorted geometry. Source: OMol25; level of theory: ωB97M-V/def2-TZVPD.

XYZ file:
```
78
C20H47IN3O5PSb (ωB97M-V/def2-TZVPD)
C 4.75397 -3.71774 0.84500
C 3.29010 -3.44099 1.59037
O 2.14285 -4.01145 0.81237
C 0.99841 -4.27831 1.69718
C -0.26286 -3.22930 1.52351
O 0.07559 -1.97989 0.82820
C -1.11307 -1.12830 0.60827
Sb -1.12286 -0.13279 -1.40986
I -1.12159 1.15419 -3.94043
C -2.28377 1.59386 -0.72564
C -3.30454 1.41646 0.51532
N -3.04831 2.52087 1.56471
C -4.34129 2.78674 2.32542
C -4.17323 3.75641 3.63634
C -1.93651 2.13836 2.51201
C -0.58837 3.12797 2.48419
O -1.94862 1.12474 3.38952
O 0.56765 0.83435 -0.81167
C 1.45474 1.23442 -1.89955
C 2.96092 1.42626 -1.19248
N 3.57015 2.78604 -1.44424
C 4.33221 3.27005 -0.23113
C 5.51253 2.26837 0.30227
C 6.34236 1.47609 -0.86740
O 5.06775 1.28932 1.33089
P 0.31260 -2.03910 -2.19575
N 0.26144 -2.25883 -3.81186
C -2.87787 -1.27996 -2.12080
C -3.05187 -2.78083 -1.45949
C -4.31330 -0.48829 -2.06821
C -5.38549 -1.43520 -2.93488
H 5.15045 -4.73871 1.27941
H 4.66756 -3.71666 -0.33589
H 5.51252 -2.88813 1.22910
H 3.39582 -3.94726 2.66116
H 3.04306 -2.28572 1.68785
H 1.25512 -4.32137 2.83811
H 0.58125 -5.35405 1.39610
H -1.10768 -3.75631 0.86982
H -0.69656 -2.92803 2.58642
H -2.13216 -1.62444 0.88963
H -0.98360 -0.21635 1.36946
H -2.88477 2.02368 -1.66294
H -1.51764 2.46328 -0.44235
H -3.41089 0.35303 0.98170
H -4.39257 1.68265 0.09736
H -4.85637 1.76120 2.58242
H -5.05557 3.37105 1.56900
H -5.24656 4.17225 3.90301
H -3.71893 3.21639 4.58723
H -3.51985 4.71152 3.37231
H 0.39741 2.54663 2.24029
H -0.44777 3.65913 3.54266
H -0.79336 4.02091 1.72241
H 1.21935 2.31056 -2.35917
H 1.62633 0.44860 -2.74678
H 3.68005 0.60835 -1.65091
H 2.85453 1.19922 -0.04626
H 4.27827 2.76531 -2.23671
H 3.53722 3.39454 0.64551
H 4.82096 4.34025 -0.38558
H 6.30820 2.96093 0.86134
H 6.55632 2.09437 -1.83731
H 5.77356 0.45778 -1.06518
H 7.39782 1.15474 -0.41167
H 4.69912 0.45886 0.86296
H 1.68736 -1.66017 -1.90604
H 0.07677 -3.27128 -1.43041
H -0.42164 -1.61003 -4.15215
H -2.68072 -1.48379 -3.28314
H -3.61347 -3.49973 -2.22687
H -3.80066 -2.65572 -0.54897
H -2.06216 -3.25297 -1.05313
H -4.28996 0.55596 -2.60474
H -4.79212 -0.43010 -0.97735
H -4.78560 -2.10184 -3.70021
H -6.24215 -0.80517 -3.43791
H -5.83600 -2.18690 -2.12578
```

Properties
Net charge: -1
Spin multiplicity: 1
E_LUMO (Eh): 0.09408

Results of the Mulliken charge analysis, in e, for atoms 1 through 6: -0.91, -0.10, -0.34, -0.54, -0.21, -0.02

A 2-piece molecular cluster, C3H4O2S overall at a distorted geometry. Source: OMol25; level of theory: ωB97M-V/def2-TZVPD.

XYZ file:
```
10
C3H4O2S (ωB97M-V/def2-TZVPD)
C -1.89991 0.48173 0.48683
C -1.18987 -0.91591 0.57781
C 0.89107 -0.05345 -0.50933
H -1.53170 1.18044 1.72217
H -1.77707 -1.64692 -0.10949
H -1.61916 -1.30332 1.59655
H 0.13700 0.12746 -1.30697
O -2.84704 0.98344 -0.45836
O 0.24305 -0.79555 0.58596
S 2.42594 0.19156 -0.39093
```

Properties
Spin multiplicity: 1
E_LUMO (Eh): -0.02793

Results of the natural (NBO) charge analysis, in e, for atoms 1 through 6: 0.37, -0.21, -0.05, 0.14, 0.21, 0.24

A single C6H12N2O molecule at a distorted geometry. Source: OMol25; level of theory: ωB97M-V/def2-TZVPD.

XYZ file:
```
21
C6H12N2O (ωB97M-V/def2-TZVPD)
C 1.34718 0.87572 2.59617
C 0.23581 1.07630 1.51148
N 0.56623 0.16377 0.37813
C 0.17922 0.68626 -0.89608
C -0.50374 -0.28039 -1.65750
C -1.14683 -0.36933 -2.97782
N -0.71663 -1.35718 -0.87138
O -1.41273 -2.39553 -1.08693
C -0.31545 -1.10640 0.52284
H 1.46460 -0.11468 3.09990
H 2.34969 1.05852 2.12824
H 1.28607 1.57276 3.41592
H 0.14335 2.11596 1.22192
H -0.76414 0.74450 1.93406
H 1.51660 0.09419 0.51951
H 0.82408 1.47923 -1.29641
H -2.03591 -0.97019 -3.00733
H -0.47885 -0.94728 -3.72914
H -1.53384 0.62623 -3.50510
H -1.33382 -1.04716 0.99810
H 0.32912 -1.90528 0.70143
```

Properties
Spin multiplicity: 1
E_LUMO (Eh): 0.01677

Results of the natural (NBO) charge analysis, in e, for atoms 1 through 6: -0.66, -0.21, -0.35, -0.43, 0.18, -0.66

CH3I2P as an isolated structure at a distorted geometry. Source: OMol25; level of theory: ωB97M-V/def2-TZVPD.

XYZ file:
```
7
CH3I2P (ωB97M-V/def2-TZVPD)
C 2.07121 1.49969 0.76078
P -1.88796 -0.11594 -0.41657
I 0.23601 1.53071 -0.25628
I 3.53602 -0.04767 -0.07067
H 1.83934 1.28205 1.83570
H -2.95917 0.89778 -0.66196
H -1.89839 0.15269 1.00314
```

Properties
Spin multiplicity: 1
E_LUMO (spin up / spin down) (Eh): -0.05947 / -0.05830

Results of the natural (NBO) charge analysis, in e, for atoms 1 through 6: -0.66, 0.01, 0.44, 0.04, 0.17, 0.00

A single C6H10 molecule. Source: OMol25; level of theory: ωB97M-V/def2-TZVPD.

XYZ file:
```
16
C6H10 (ωB97M-V/def2-TZVPD)
C 1.13825 1.61976 1.59156
C 0.80101 1.03016 0.59537
C 0.30813 0.28317 -0.57579
C -0.35361 1.27137 -1.56787
C -0.60993 -0.90469 -0.14400
C -0.07868 -1.75753 1.02079
H 1.43971 2.10613 2.49411
H 1.14140 -0.23459 -1.05467
H -1.24863 1.71816 -1.11708
H 0.30810 2.10588 -1.83903
H -0.64702 0.77168 -2.49717
H -0.76103 -1.56434 -1.01289
H -1.59188 -0.49966 0.11838
H 0.77280 -2.39066 0.73823
H 0.24217 -1.12583 1.85425
H -0.86078 -2.42901 1.39582
```

Properties
Spin multiplicity: 1
E_LUMO (Eh): 0.04290

Results of the natural (NBO) charge analysis, in e, for atoms 1 through 6: -0.27, 0.02, -0.30, -0.59, -0.37, -0.61

C52H61Br2N6NaO2 as an isolated structure. Source: OMol25; level of theory: ωB97M-V/def2-TZVPD.

XYZ file:
```
124
C52H61Br2N6NaO2 (ωB97M-V/def2-TZVPD)
Na 0.55436 -1.78934 1.41692
C -0.76643 -1.74870 -5.81139
C -2.00719 -1.35194 -5.00281
C -3.20867 -2.12104 -5.56392
C -2.25776 0.15117 -5.19329
C -1.80053 -1.63513 -3.51229
C -0.58515 -1.47818 -2.91734
C -0.40248 -1.69643 -1.52520
N 0.76603 -1.54177 -0.85882
C 1.81958 -0.85468 -1.22954
C 1.85979 0.18528 -2.23070
C 3.01559 0.80173 -2.54444
C 4.23990 0.33823 -1.91119
C 4.30874 -0.57470 -0.91897
C 3.04092 -1.15168 -0.42817
O 2.98823 -1.87497 0.56554
C 5.62150 -1.00112 -0.26701
C 5.63582 -0.57159 1.20809
C 5.76308 -2.52820 -0.36007
C 6.83643 -0.37188 -0.95230
C 3.11117 1.97258 -3.51387
C 4.02454 1.58958 -4.68761
C 1.74426 2.35947 -4.07432
C 3.70190 3.18862 -2.78535
C -1.47906 -2.24064 -0.70784
O -1.28132 -2.54134 0.50472
C -2.78334 -2.31746 -1.34040
C -2.88625 -2.01738 -2.67353
C -3.98789 -2.79062 -0.52771
C -3.77966 -4.26167 -0.13945
C -5.29497 -2.70043 -1.31923
C -4.15549 -1.92984 0.73320
H -0.96363 -1.62615 -6.87865
H -0.49491 -2.79021 -5.62852
H 0.09672 -1.12648 -5.56850
H -3.25274 -1.99162 -6.64728
H -4.15461 -1.75960 -5.15672
H -3.13245 -3.18999 -5.35185
H -2.43199 0.38769 -6.24684
H -1.39809 0.73053 -4.84785
H -3.13196 0.47243 -4.62177
H 0.28578 -1.23244 -3.50692
H 0.91977 0.51568 -2.64539
H 5.16024 0.79526 -2.24776
H 4.83895 -1.06157 1.76645
H 5.50847 0.51071 1.29129
H 6.59605 -0.83671 1.66027
H 4.93471 -3.03263 0.13499
H 6.69646 -2.83971 0.11588
H 5.79351 -2.84789 -1.40456
H 6.84244 0.71678 -0.85687
H 6.88603 -0.62873 -2.01296
H 7.74379 -0.74872 -0.47619
H 3.63284 0.71469 -5.21059
H 5.03843 1.35880 -4.35609
H 4.08842 2.41580 -5.39991
H 1.29484 1.53890 -4.63954
H 1.85544 3.20880 -4.75115
H 1.05151 2.65065 -3.28151
H 4.70317 2.98534 -2.40123
H 3.07103 3.47611 -1.94114
H 3.77214 4.03945 -3.46729
H -3.85930 -2.09922 -3.13399
H -3.69910 -4.87991 -1.03634
H -4.62983 -4.62376 0.44516
H -2.86920 -4.38490 0.44580
H -5.30572 -3.37382 -2.17917
H -5.48413 -1.68387 -1.67334
H -6.12432 -2.98723 -0.66872
H -3.27032 -1.96418 1.36756
H -5.02128 -2.27961 1.30360
H -4.34116 -0.88635 0.46041
C 4.39783 -1.73047 5.79688
C 3.92127 -0.77982 4.73262
C 4.42540 0.50708 4.59428
C 3.94918 1.33859 3.59575
C 2.96332 0.83278 2.76405
Br 2.37458 1.88638 1.29235
N 2.43518 -0.36262 2.88940
C 2.92089 -1.15316 3.84682
H 5.25875 -1.32542 6.32729
H 4.68698 -2.68872 5.36355
H 3.61125 -1.92572 6.52853
H 5.20267 0.85916 5.26306
H 4.33512 2.33697 3.45053
H 2.47280 -2.13945 3.92220
C -3.95749 -4.72970 3.51506
C -2.93509 -3.80694 4.11724
C -3.07433 -3.28840 5.39470
C -2.11686 -2.42961 5.90286
C -1.03881 -2.12692 5.09102
Br 0.29677 -0.96897 5.79853
N -0.86595 -2.59434 3.87155
C -1.80891 -3.41871 3.39820
H -4.60278 -5.15435 4.28380
H -3.48359 -5.54768 2.97260
H -4.58550 -4.19238 2.80461
H -3.93100 -3.55866 6.00156
H -2.19335 -2.01423 6.89666
H -1.65621 -3.77016 2.38488
N -3.43408 4.71852 0.59117
C -3.76104 6.04407 0.79243
C -4.59109 6.92569 0.10585
C -4.67764 8.20972 0.60714
C -3.96364 8.60065 1.75368
C -3.14527 7.71602 2.42672
C -3.04519 6.41466 1.93491
N -2.30762 5.34037 2.41210
C -2.56595 4.36277 1.59067
C -1.99557 3.00866 1.69630
C -1.31997 2.63736 2.85041
C -0.77386 1.36871 2.92108
N -0.87202 0.46408 1.94467
C -1.53014 0.82452 0.84321
C -2.09661 2.07761 0.67154
H -3.78741 4.11740 -0.13138
H -5.14008 6.62721 -0.77782
H -5.30877 8.93204 0.10608
H -4.06131 9.61709 2.11171
H -2.59316 8.00992 3.30992
H -1.21854 3.34083 3.66510
H -0.22491 1.05766 3.80228
H -1.60221 0.08591 0.05375
H -2.58766 2.30573 -0.26663
```

Properties
Spin multiplicity: 1
E_LUMO (spin up / spin down) (Eh): -0.02847 / -0.03015

Results of the Mulliken charge analysis, in e, for atoms 1 through 6: 0.86, -1.74, 1.92, -2.04, -1.44, -1.05

C17H32As3HgSe as an isolated structure at a distorted geometry. Source: OMol25; level of theory: ωB97M-V/def2-TZVPD.

XYZ file:
```
54
C17H32As3HgSe (ωB97M-V/def2-TZVPD)
Hg 15.55577 4.83934 5.53094
C 19.67530 4.55078 6.44452
As 18.21736 5.80229 6.74647
C 18.65123 6.95958 5.18322
C 19.05275 6.98708 8.17946
C 18.89077 6.77863 9.70600
C 19.74104 7.96085 10.27759
C 17.44081 6.86055 10.13724
As 15.97633 5.97650 9.02678
C 14.54487 6.67691 10.17220
C 16.15059 4.22757 9.89213
C 19.51073 5.50833 10.28691
As 19.91770 5.51497 12.28598
C 18.59973 4.17706 12.89404
C 21.62000 4.57605 12.39674
H 20.47255 5.04512 5.90176
H 19.33594 3.63760 5.93898
H 20.05552 4.28567 7.42931
H 19.71882 7.18871 5.28574
H 18.13342 7.91924 5.11841
H 18.44957 6.35813 4.27108
H 18.59393 7.97351 7.94968
H 20.14928 7.14708 7.97177
H 19.50941 8.83008 9.64542
H 20.84065 7.77195 10.07809
H 19.61145 8.16374 11.35766
H 17.15654 7.92006 10.04112
H 17.28906 6.68235 11.20647
H 14.68659 6.34807 11.23758
H 13.57045 6.20993 9.85544
H 14.42784 7.76971 10.11543
H 16.41652 4.31155 10.95576
H 16.90442 3.69441 9.30012
H 15.18477 3.68362 9.78604
H 20.52187 5.43164 9.83799
H 18.94964 4.59156 10.06922
H 17.59786 4.64054 13.00539
H 18.79537 3.86357 13.92676
H 18.52669 3.27332 12.24304
H 22.43745 5.24120 12.12309
H 21.68714 3.69101 11.78085
H 21.78570 4.30504 13.41432
Se 12.94930 4.16194 7.18848
C 11.31868 5.17287 7.01968
C 11.10471 6.46185 7.59758
C 9.86163 7.06484 7.60141
C 8.80431 6.49178 6.91100
C 9.01227 5.26988 6.27428
C 10.27058 4.64044 6.25529
H 11.92557 6.85924 8.16794
H 9.76557 7.95278 8.20159
H 7.83436 6.98037 6.80503
H 8.18674 4.78198 5.75621
H 10.45957 3.68877 5.71606
```

Properties
Spin multiplicity: 2
E_LUMO (spin up / spin down) (Eh): 0.01522 / -0.07013

Results of the natural (NBO) charge analysis, in e, for atoms 1 through 6: 0.19, -0.97, 0.83, -0.94, -0.70, -0.11

C5H13AlO2P as an isolated structure. Source: OMol25; level of theory: ωB97M-V/def2-TZVPD.

XYZ file:
```
22
C5H13AlO2P (ωB97M-V/def2-TZVPD)
C -1.58292 1.06003 0.42338
C -0.50581 2.10441 0.10575
P 0.71480 1.66987 -1.23749
C -0.49114 1.04201 -2.52305
Al 1.61315 -0.28728 -0.21474
O 0.75439 -1.81659 -0.52369
C 0.35894 -2.37542 0.69829
C 1.04814 -1.62124 1.86573
O 1.21835 -0.26917 1.52371
H -1.90461 1.11850 1.46571
H -1.20697 0.04974 0.25698
H -2.47051 1.19986 -0.19759
H 0.10360 2.28205 0.99416
H -0.97541 3.05900 -0.15364
H -1.40933 1.63045 -2.47294
H -0.06771 1.17938 -3.51860
H -0.75747 -0.00951 -2.40266
H 3.19918 -0.42341 -0.50513
H 0.63936 -3.44000 0.74634
H -0.73551 -2.32635 0.82414
H 0.43805 -1.72096 2.77603
H 2.01944 -2.10536 2.06931
```

Properties
Net charge: -1
Spin multiplicity: 1
E_LUMO (Eh): 0.14303

Results of the natural (NBO) charge analysis, in e, for atoms 1 through 6: -0.62, -0.68, 0.06, -0.91, 1.49, -0.96

What did we get for electronic energy? Answer: -60125.31914; -18100.86127; -11438.51932; -26571.43165; -6382.36842; -212455.06851; -270182.11833; -25380.12835 eV, in the order shown.